# C42H46Cl2FN6O8PRu

A molecular structure, C42H46Cl2FN6O8PRu (ωB97M-V/def2-TZVPD, OMol25).

Values from the calculation:
lowest unoccupied orbital energy (spin up / spin down): 2.14 / 2.03 eV
total charge: -1
relative energy (zero: lowest compared OMol25 entry of this formula, charge and spin): 0.00 kJ/mol
frontier orbital gap (spin up / spin down): 0.246 / 0.248 Eh
⟨S²⟩: 8.76
strongest force on any atom: 0.014 hartree/bohr
multiplicity: 6
energy: -109260.4415 eV

Cartesian coordinates (Å):
Ru 1.54224 -0.24701 -0.58448
Cl 2.34549 3.59005 -4.04955
Cl 2.24151 1.11453 -5.57059
P 0.49647 2.58117 1.36354
F 0.22536 -3.30244 -6.21441
O -0.48740 -0.16600 0.60150
O 2.47404 -0.11508 -2.85562
O -0.08455 -0.42486 -2.19111
O 1.41682 1.53454 0.85209
O 3.68804 0.13442 -0.47676
O 0.85781 -2.35863 -0.47176
O 1.85251 1.76205 -1.88274
O -2.57385 -0.56397 1.22602
N -0.83142 2.78510 0.40282
N -3.41798 -2.76060 -2.11967
N 1.48066 -2.34676 1.74257
N 1.29992 4.04114 1.52288
N -0.17117 2.30169 2.85853
N 2.28435 -1.31300 1.31851
C -1.59357 4.00873 0.56503
C -2.76184 -3.78999 -4.23540
C -0.84897 -4.48309 -0.09533
C -2.52639 -2.88460 -3.18011
C -0.40661 -2.24559 -4.19693
C 6.31744 1.75356 1.34355
C 0.13660 0.32499 4.09317
C -5.78236 -2.75841 -1.36109
C 0.80561 -2.80944 0.71966
C 2.80470 1.87996 -4.07299
C -1.19220 4.83728 -0.65028
C -0.66137 -3.13828 -5.20336
C -1.28697 -5.42210 2.47207
C 3.58947 4.73062 1.64150
C -1.34450 0.66097 4.12235
C -1.05411 -1.18951 -2.07173
C -1.76163 -5.50206 0.12180
C -0.14745 -3.92876 0.97147
C -4.02215 -4.60210 -4.25328
C 5.51522 1.34457 0.30753
C 0.74195 1.69638 3.83746
C -0.37274 -4.40764 2.25647
C -1.92154 -1.27479 -0.93809
C -1.06938 3.78716 -1.75958
C -5.11472 -3.86189 -3.50346
C 6.02980 1.40038 2.66788
C 2.45697 4.32124 0.67667
C 2.96023 4.70262 3.03676
C -1.64986 -0.60063 0.40715
C 1.46727 4.79996 2.74628
C -1.82369 -3.90279 -5.23744
C -1.35270 -2.11857 -3.17052
C 4.36946 0.53906 0.52750
C -3.05653 -2.01880 -1.04526
C -4.67804 -3.52533 -2.08285
C 4.10369 0.15094 1.87793
C -0.83882 2.45257 -1.01776
C 4.93663 0.59715 2.91035
C 3.08466 -0.81600 2.19089
C 2.31190 1.11127 -2.83557
C -1.48347 1.62236 2.94734
C -1.98489 -5.97320 1.40735
H -1.99153 -0.20573 4.00046
H 1.19035 5.84864 2.56252
H -2.27422 2.36154 3.10215
H -2.66258 3.76547 0.54409
H -1.69100 1.06466 2.03167
H 3.04002 -1.21311 3.20854
H 0.34534 -0.32959 3.24623
H -4.32239 -4.79280 -5.28734
H 4.71260 0.27612 3.92189
H -4.47976 -4.46558 -1.54622
H -6.72617 -3.28029 -1.50829
H -1.90328 5.62883 -0.88519
H -0.66280 -4.09982 -1.08617
H -1.98947 3.73757 -2.34635
H -1.46110 -5.78335 3.47663
H 3.95266 5.73084 1.39765
H 5.73269 1.61926 -0.71460
H -0.22174 5.29174 -0.44816
H 0.09587 1.96870 -1.30833
H -2.69759 -6.76734 1.58000
H -1.37176 4.48727 1.51849
H -1.98084 -4.58702 -6.06117
H 2.69844 3.44567 0.06995
H 0.48701 -1.63795 -4.16758
H 0.75536 2.30005 4.75634
H 3.31667 5.50899 3.67735
H -5.87561 -1.75409 -1.77034
H 0.82261 4.41387 3.53244
H -3.84892 -5.57887 -3.78613
H -0.25243 4.00538 -2.44510
H 2.21654 5.14796 -0.00246
H 3.18078 3.75615 3.52939
H 3.89631 1.84620 -4.09302
H -5.61669 -2.67711 -0.29230
H 0.50388 -0.14626 5.00681
H -2.29840 -5.93129 -0.71453
H 6.66348 1.73367 3.47747
H -1.59541 1.15855 5.06539
H 1.75454 1.65499 3.43982
H -3.70943 -2.03187 -0.18768
H 4.42770 4.04746 1.57412
H -1.66124 1.75125 -1.21027
H 0.17237 -3.96230 3.07623
H -5.36024 -2.93293 -4.02615
H -6.02642 -4.45958 -3.44992
H 7.18183 2.37152 1.13279

Forces on the atoms, in the same order (eV/Å):
0.3 0.1 0.5
0.0 0.1 0.0
0.0 -0.1 -0.1
-0.6 0.1 0.3
-0.1 0.0 0.1
0.5 0.0 -0.1
0.0 -0.5 -0.1
-0.1 0.1 0.0
0.7 0.0 -0.3
-0.4 0.0 -0.3
0.2 0.1 -0.6
0.1 0.2 0.1
-0.5 -0.3 -0.1
0.3 0.2 0.2
0.0 0.2 0.1
-0.1 -0.2 -0.1
-0.1 -0.5 0.1
0.4 0.2 -0.3
-0.2 0.3 0.2
-0.2 0.1 0.1
0.1 0.1 0.0
0.1 0.0 0.1
0.2 -0.1 0.0
-0.2 -0.2 -0.2
0.0 0.1 0.0
0.1 -0.1 0.1
0.1 -0.1 -0.1
0.0 0.1 0.4
0.3 0.1 -0.1
0.0 0.1 0.0
0.1 0.1 0.1
0.0 -0.1 0.1
0.1 0.1 -0.1
-0.1 0.0 0.0
0.0 -0.1 0.1
0.0 0.0 0.0
0.0 0.0 0.0
-0.1 -0.1 0.0
0.0 0.1 0.1
0.1 0.1 0.2
0.0 0.1 0.0
-0.1 0.1 0.0
-0.1 0.0 -0.1
0.0 0.0 0.1
0.0 0.0 0.0
0.0 0.0 -0.3
0.0 0.0 0.1
-0.2 -0.5 -0.4
-0.2 0.1 0.2
0.0 0.1 0.0
-0.1 0.0 -0.1
0.3 -0.2 0.4
0.3 0.0 0.0
-0.1 -0.2 0.0
-0.1 0.1 -0.1
0.0 -0.4 -0.2
0.0 0.1 0.0
0.0 -0.2 -0.2
0.3 0.0 -0.3
-0.3 0.1 -0.3
0.0 0.0 0.0
0.0 0.0 -0.1
0.0 0.0 0.0
0.0 0.0 0.0
0.0 0.0 0.0
0.0 0.3 0.5
0.0 0.0 0.0
0.0 0.0 -0.1
0.0 0.0 0.1
0.0 0.0 0.0
0.0 0.1 -0.1
-0.1 0.0 0.0
0.0 0.1 0.0
0.0 0.0 -0.1
0.0 0.0 0.0
0.0 0.0 0.1
0.0 0.0 0.0
0.0 0.0 -0.1
0.0 0.0 0.0
-0.6 0.3 0.1
-0.1 -0.1 0.0
0.0 0.0 0.0
0.0 0.0 0.0
0.0 0.1 0.0
0.1 0.0 0.0
0.0 -0.1 0.0
0.0 0.0 0.0
0.0 0.1 0.0
0.0 0.0 0.0
0.0 0.0 0.0
0.0 0.0 0.0
0.1 0.0 0.0
0.0 -0.1 0.0
-0.2 0.0 0.0
0.0 0.0 0.1
0.0 0.0 0.0
0.0 0.0 -0.1
0.0 0.0 0.0
0.0 0.0 0.0
0.2 0.0 0.0
-0.1 0.0 0.0
0.2 -0.1 0.0
0.1 0.1 0.0
0.0 0.0 0.0
0.0 0.0 0.0
0.0 0.0 0.0
0.1 0.0 0.0


# C7H12FNO

2 unconnected molecules or ions with the total composition C7H12FNO at a distorted geometry (ωB97M-V/def2-TZVPD, OMol25).

Values from the calculation:
lowest unoccupied orbital energy: 0.89 eV
relative energy (zero: lowest compared OMol25 entry of this formula, charge and spin): 0.00 kJ/mol
frontier orbital gap: 0.331 Eh
strongest force on any atom: 0.093 hartree/bohr
multiplicity: 1
energy: -13704.9056 eV

Cartesian coordinates (Å):
F -1.30941 0.87552 -1.22504
O 0.26237 -2.02859 0.53480
N -0.80715 -0.22255 1.46803
C -1.54454 1.01834 1.60114
C -0.14046 0.22462 -1.33984
C 1.17356 1.01077 -1.31356
C -0.55368 -0.80812 2.77490
C -0.22275 -0.89310 0.47938
C 0.32257 -0.66225 -2.46452
C 1.71077 -0.10307 -2.19051
H 0.11489 -0.08155 3.29323
H -2.61150 0.84213 1.76732
H -1.31552 1.72204 0.75491
H 1.05624 2.06602 -1.68907
H 0.38343 -1.63934 -2.18695
H 0.13690 -1.71791 2.59230
H 2.12697 0.20427 -3.10263
H -1.53750 -1.01816 3.25098
H 2.53715 -0.76102 -1.78262
H -1.23184 1.50773 2.51947
H 1.59874 0.88579 -0.40344
H -0.14927 -0.42158 -3.33827

Forces on the atoms, in the same order (eV/Å):
-0.8 0.4 -1.2
-0.6 2.2 -0.3
0.3 -0.5 1.2
0.6 1.1 -1.3
0.5 -1.7 4.4
-2.0 0.3 -1.7
1.5 -1.1 0.1
0.7 0.0 -4.2
0.7 1.2 2.9
1.7 -0.1 -1.3
-0.9 -0.4 0.3
0.0 -0.1 -0.6
-0.7 -0.8 0.9
0.5 -1.1 0.3
-1.0 -3.1 0.3
-1.7 1.2 0.6
0.8 0.9 -1.3
1.0 0.0 0.2
-1.5 0.5 0.1
0.4 0.1 0.1
1.3 0.8 3.0
-0.8 0.3 -2.6


# C22H28BrN3O13PPt

A molecular structure, C22H28BrN3O13PPt at a distorted geometry (ωB97M-V/def2-TZVPD, OMol25).

Values from the calculation:
lowest unoccupied orbital energy: 1.27 eV
total charge: -1
relative energy (zero: lowest compared OMol25 entry of this formula, charge and spin): 37.50 kJ/mol
frontier orbital gap: 0.253 Eh
strongest force on any atom: 0.051 hartree/bohr
multiplicity: 1
energy: -136930.9674 eV

Cartesian coordinates (Å):
Pt 0.28348 -0.16538 0.15934
Br -3.64908 5.42860 1.31454
P 2.35151 -0.77323 -0.35388
O -0.37717 1.53287 -1.59345
O -3.50722 -0.60205 0.00864
O 2.89029 -2.06120 0.39147
O 3.48999 0.29011 -0.00947
O -6.24824 0.77704 -3.46605
O -5.43969 1.83880 -5.15794
O 0.96979 1.19217 4.00833
O 2.63316 -1.10489 -1.88751
O -0.57788 -1.32117 -1.26288
O 1.20587 0.51266 1.90688
O -1.01836 3.21008 -5.32183
O 0.43758 2.76859 -3.81710
O -1.74406 0.41707 0.58060
N -5.32746 1.31465 -4.06101
N -2.62322 0.15754 -0.26786
N -0.69458 2.72327 -4.24360
C 4.60577 2.39271 -0.09348
C -4.02013 1.33952 -3.42567
C -0.39095 2.26651 2.41725
C -1.73755 2.03586 -3.47034
C 3.33900 1.65252 -0.44201
C 0.66366 1.25414 2.82740
C -3.85867 0.76046 -2.18869
C 4.27552 -2.46955 0.38203
C 2.38224 -1.13680 -4.26194
C -2.95937 1.97073 -4.06571
C -1.35870 2.63234 3.34296
C -0.84952 -3.23588 0.27579
C -1.33844 -3.35409 -2.16639
C -2.32195 4.13991 1.76205
C -1.36710 3.79879 0.82102
C 1.80361 -0.60408 -2.97278
C 5.00716 -1.94323 1.59760
C -0.44906 -2.72142 -1.10306
C -2.33302 3.56701 3.02292
C -1.46750 1.47621 -2.13509
C -2.64880 0.82428 -1.54144
C -0.40440 2.85659 1.15956
H 0.78115 -0.93508 -2.80956
H 4.24513 -3.55738 0.39709
H 4.53552 3.42554 -0.44169
H -1.37514 4.24601 -0.16450
H -1.27626 -4.44538 -2.12387
H 2.38596 -2.22858 -4.25970
H 1.77943 -0.78493 -5.10214
H -0.23495 -2.78687 1.05403
H -2.37279 -3.04272 -1.99579
H 5.08820 -0.85872 1.55984
H -1.34262 2.16738 4.32078
H 0.59086 -3.03231 -1.29358
H -1.89758 -2.98710 0.47054
H -0.72397 -4.32266 0.32594
H 4.74576 -2.14872 -0.54866
H 5.46831 1.92137 -0.56877
H 3.14700 1.68445 -1.51715
H -3.10208 2.41191 -5.03848
H -3.09330 3.84638 3.74103
H -1.03735 -3.02023 -3.16279
H -4.69319 0.27100 -1.70991
H 0.33009 2.57057 0.42225
H 4.46392 -2.21459 2.50466
H 1.80997 0.48609 -2.96217
H 6.00763 -2.38079 1.63759
H 3.40810 -0.78507 -4.39997
H 4.75760 2.39341 0.98678
H 2.48201 2.08794 0.07111

Forces on the atoms, in the same order (eV/Å):
1.9 -1.8 0.1
0.0 0.0 0.0
-0.9 0.0 0.2
0.3 0.6 0.1
-0.6 -0.5 0.1
0.0 0.1 0.0
0.0 0.0 0.1
0.1 0.0 -0.1
0.0 0.0 0.0
0.1 0.0 -0.1
-0.1 -0.1 0.0
0.0 0.2 0.3
-0.4 0.6 -0.3
0.0 0.0 0.1
0.2 0.0 0.2
0.1 0.2 0.0
0.1 0.0 0.0
0.2 0.3 -0.1
-0.2 -0.1 -0.2
0.1 0.0 0.0
-0.2 0.1 -0.2
0.1 0.0 -0.1
0.0 -0.1 0.2
-0.1 0.1 0.0
-0.1 0.0 0.1
-0.2 -0.1 0.2
-0.1 0.0 0.0
0.1 0.0 0.1
-0.2 0.0 -0.2
-0.1 0.0 0.1
0.0 0.1 0.0
0.1 0.0 -0.1
0.0 0.0 0.0
0.1 -0.1 0.0
0.0 0.0 -0.2
-0.1 0.0 0.0
-0.1 0.2 -0.1
0.0 -0.1 0.0
-0.2 -0.1 -0.1
0.1 0.1 -0.3
0.0 0.2 0.1
0.0 0.0 0.1
0.0 0.0 -0.1
0.0 0.0 0.0
0.0 0.0 0.0
0.0 0.0 0.0
0.0 0.0 0.0
0.0 0.0 0.0
0.0 0.0 0.1
0.0 -0.1 0.0
0.0 0.0 0.0
0.0 0.0 0.0
0.1 0.0 0.0
0.1 0.0 0.0
-0.1 0.1 0.0
0.0 0.0 0.0
0.0 0.0 0.0
0.0 0.0 0.0
0.0 0.0 0.0
0.0 0.0 0.0
0.0 0.0 0.0
0.0 0.0 0.0
0.0 0.0 -0.1
0.1 0.0 0.0
0.0 0.0 0.0
0.0 0.0 0.0
-0.1 0.0 0.0
0.0 0.0 0.0
-0.1 0.0 0.0